Run P
Molecular formula: C7H17NO2
Method: DFT, wB97M-V/def2-TZVPD

Results
HOMO energy = -9.0 eV
HOMO-LUMO gap = 0.360 Eh

Cartesian coordinates (Å):
C (1.569, 1.621, 1.196)
N (0.491, 0.925, 0.500)
C (0.158, -0.411, 1.014)
C (-0.288, -0.413, 2.483)
O (1.307, -1.228, 0.939)
C (-0.979, -0.949, 0.127)
O (-0.913, -2.351, -0.008)
C (-0.731, -0.305, -1.532)
C (0.632, -0.403, -2.191)
C (-1.414, 1.015, -1.837)
H (2.435, 0.964, 1.241)
H (1.302, 1.941, 2.211)
H (1.828, 2.507, 0.616)
H (-0.350, 1.492, 0.536)
H (-1.088, 0.309, 2.640)
H (-0.646, -1.409, 2.732)
H (0.549, -0.147, 3.125)
H (1.520, -1.329, 0.002)
H (-1.960, -0.674, 0.525)
H (-0.237, -2.780, 0.533)
H (-1.348, -1.107, -1.942)
H (1.287, 0.408, -1.876)
H (1.119, -1.347, -1.951)
H (0.513, -0.368, -3.276)
H (-0.782, 1.860, -1.567)
H (-1.600, 1.086, -2.911)
H (-2.373, 1.092, -1.329)

Run Q
Molecular formula: C7H17NO2
Method: DFT, wB97M-V/def2-TZVPD

Results
HOMO energy (alpha / beta) = -6.1 / -7.6 eV
HOMO-LUMO gap (alpha / beta) = 0.204 / 0.304 Eh

Cartesian coordinates (Å):
C (-1.572, 0.132, 0.781)
C (-2.608, -0.943, 0.837)
C (-1.150, 0.730, 2.085)
C (-1.528, 1.006, -0.385)
C (0.282, -1.289, 0.285)
H (-3.571, -0.506, 1.131)
H (-2.359, -1.703, 1.580)
H (-2.744, -1.429, -0.130)
H (-0.144, 1.148, 2.007)
H (-1.163, -0.005, 2.891)
H (-1.813, 1.561, 2.351)
H (-2.146, 1.903, -0.262)
H (-1.797, 0.509, -1.316)
H (-0.377, 1.402, -0.514)
H (1.316, -1.497, -0.087)
H (-0.351, -1.598, -0.542)
H (0.053, -1.839, 1.191)
C (2.561, -0.142, -1.767)
N (1.449, 1.273, -0.295)
C (2.594, 0.571, -0.613)
O (3.543, -0.960, -2.203)
O (1.522, 0.001, -2.627)
H (0.999, 0.736, -2.250)
H (3.359, -1.179, -3.125)
H (0.616, -0.177, 0.390)
H (1.609, 1.865, 0.511)
H (3.422, 0.428, 0.072)

run P wins, 85.8 kcal/mol ahead of the next structure.

Run P
Molecular formula: H52O26
Method: DFT, wB97M-V/def2-TZVPD

Results
HOMO energy = -10.7 eV
HOMO-LUMO gap = 0.392 Eh

Cartesian coordinates (Å):
O (11.227, 13.520, 8.203)
H (10.633, 12.799, 8.504)
H (10.933, 14.299, 8.700)
O (8.136, 9.110, 11.763)
H (8.201, 8.863, 12.697)
H (9.001, 9.507, 11.629)
O (7.813, 7.483, 9.485)
H (8.492, 7.321, 8.810)
H (8.278, 7.822, 10.309)
O (11.643, 8.811, 16.099)
H (12.096, 9.507, 15.575)
H (11.901, 7.930, 15.830)
O (6.485, 4.729, 8.675)
H (6.759, 5.439, 9.250)
H (5.915, 4.211, 9.208)
O (15.060, 11.902, 12.920)
H (14.589, 11.679, 12.123)
H (15.373, 12.837, 12.833)
O (13.348, 8.876, 9.920)
H (12.476, 8.490, 9.792)
H (14.028, 8.361, 9.470)
O (8.264, 10.755, 6.274)
H (7.751, 10.756, 7.095)
H (8.254, 11.674, 6.010)
O (12.617, 14.432, 12.274)
H (12.080, 14.830, 11.580)
H (13.583, 14.532, 12.163)
O (9.187, 14.293, 10.991)
H (8.238, 14.282, 10.808)
H (9.174, 13.878, 11.915)
O (10.011, 11.184, 10.349)
H (9.136, 11.572, 10.465)
H (10.715, 11.885, 10.502)
O (6.981, 11.650, 10.936)
H (6.574, 12.162, 11.714)
H (7.261, 10.819, 11.340)
O (15.313, 14.704, 11.701)
H (16.021, 15.364, 11.635)
H (14.979, 14.593, 10.792)
O (12.151, 9.836, 12.297)
H (12.618, 9.262, 11.663)
H (12.683, 9.929, 13.145)
O (13.060, 10.836, 14.700)
H (12.566, 11.598, 15.016)
H (13.893, 11.268, 14.394)
O (12.033, 13.245, 14.832)
H (11.073, 13.369, 14.961)
H (12.238, 13.582, 13.927)
O (8.588, 11.260, 15.689)
H (9.046, 10.598, 15.102)
H (8.619, 10.944, 16.601)
O (12.676, 12.194, 10.935)
H (12.915, 12.787, 11.660)
H (12.599, 11.286, 11.314)
O (14.212, 14.067, 9.470)
H (13.573, 13.332, 9.438)
H (14.510, 14.222, 8.550)
O (5.760, 9.604, 8.392)
H (6.255, 9.097, 9.047)
H (5.469, 9.013, 7.697)
O (11.080, 10.395, 6.885)
H (10.152, 10.502, 6.614)
H (11.414, 11.292, 7.017)
O (5.621, 13.016, 13.013)
H (5.461, 12.605, 13.844)
H (5.959, 13.906, 13.250)
O (9.788, 9.163, 13.814)
H (10.120, 8.886, 14.706)
H (10.599, 9.445, 13.417)
O (13.495, 14.455, 6.320)
H (12.557, 14.590, 6.496)
H (13.519, 13.789, 5.655)
O (9.070, 12.814, 13.372)
H (8.776, 12.670, 14.329)
H (9.230, 11.896, 13.108)
O (10.723, 8.508, 9.114)
H (10.126, 9.138, 9.520)
H (11.160, 9.048, 8.402)

Run Q
Molecular formula: H52O26
Method: DFT, wB97M-V/def2-TZVPD

Results
HOMO energy = -10.0 eV
HOMO-LUMO gap = 0.344 Eh

Cartesian coordinates (Å):
O (0.207, 3.488, -1.240)
H (0.609, 2.726, -0.822)
H (0.886, 4.162, -1.215)
O (2.757, -3.007, -0.656)
H (3.198, -3.795, -0.340)
H (2.245, -3.304, -1.408)
O (-1.262, 1.740, 1.192)
H (-1.493, 2.583, 0.801)
H (-1.003, 1.954, 2.088)
O (-1.618, 4.541, -2.931)
H (-1.993, 3.809, -3.420)
H (-1.232, 4.136, -2.153)
O (4.892, -0.570, -1.456)
H (4.322, -0.031, -2.006)
H (4.323, -1.269, -1.134)
O (0.810, -4.800, 0.391)
H (0.680, -5.072, -0.517)
H (1.010, -5.611, 0.858)
O (3.093, 0.271, -3.630)
H (2.258, -0.169, -3.793)
H (3.332, 0.652, -4.475)
O (-4.497, -1.447, 3.078)
H (-4.468, -0.848, 3.824)
H (-3.955, -1.026, 2.411)
O (-2.142, 2.277, -4.521)
H (-2.063, 2.569, -5.430)
H (-2.919, 1.719, -4.515)
O (3.156, -3.764, 2.530)
H (3.288, -4.211, 1.694)
H (2.305, -3.335, 2.440)
O (1.400, 0.938, 2.827)
H (0.796, 1.382, 3.423)
H (1.080, 0.036, 2.789)
O (-2.420, 4.140, 0.223)
H (-1.709, 4.655, -0.157)
H (-3.092, 4.119, -0.459)
O (-0.540, 2.261, 4.090)
H (-0.853, 1.843, 4.892)
H (-0.879, 3.155, 4.137)
O (3.017, 3.165, -3.592)
H (3.220, 3.616, -2.773)
H (3.229, 2.247, -3.419)
O (2.783, -0.871, 0.889)
H (2.591, -1.750, 0.562)
H (1.965, -0.582, 1.294)
O (-5.511, 0.787, 0.675)
H (-4.819, 0.255, 1.067)
H (-5.228, 0.920, -0.230)
O (0.738, -1.903, 2.817)
H (1.016, -2.076, 3.717)
H (0.092, -2.584, 2.631)
O (-0.903, -3.982, 2.374)
H (-1.033, -4.867, 2.716)
H (-0.494, -4.112, 1.519)
O (-2.044, -3.769, -2.906)
H (-2.930, -3.871, -2.558)
H (-1.569, -3.301, -2.219)
O (-0.311, -0.099, -0.331)
H (-0.655, 0.366, 0.431)
H (0.360, 0.484, -0.685)
O (-0.210, -2.671, -1.175)
H (0.447, -2.935, -0.530)
H (-0.380, -1.750, -0.980)
O (1.903, 1.647, -0.329)
H (2.543, 0.971, -0.550)
H (1.936, 1.704, 0.626)
O (1.090, -2.875, -4.262)
H (1.829, -3.460, -4.097)
H (0.586, -2.890, -3.448)
O (-3.798, 0.652, 4.682)
H (-3.446, 1.502, 4.416)
H (-4.672, 0.850, 5.020)
O (2.361, 5.162, -0.582)
H (2.527, 5.565, 0.270)
H (3.066, 4.524, -0.688)
O (-2.950, -0.324, 0.923)
H (-2.556, -1.016, 0.391)
H (-2.298, 0.377, 0.926)

run P wins, 57.8 kcal/mol ahead of the next structure.

Run P
Molecular formula: CH2N2O3
Method: DFT, wB97M-V/def2-TZVPD

Results
HOMO energy = -10.4 eV
HOMO-LUMO gap = 0.398 Eh

Cartesian coordinates (Å):
N (0.030, 0.819, -2.463)
C (0.301, 1.063, -1.331)
O (0.343, 1.380, -0.221)
H (0.509, 0.430, -3.242)
O (-0.931, -1.836, 0.766)
N (-0.894, -0.972, 1.571)
O (0.361, -0.807, 2.146)
H (0.281, -0.078, 2.775)

Run Q
Molecular formula: CH2N2O3
Method: DFT, wB97M-V/def2-TZVPD

Results
HOMO energy = -10.1 eV
HOMO-LUMO gap = 0.384 Eh

Cartesian coordinates (Å):
O (1.939, -0.913, -0.652)
N (1.569, 0.164, -0.274)
N (1.571, 1.118, 0.313)
O (1.296, 2.205, 0.671)
C (-1.601, -0.703, 0.023)
O (-1.295, 0.334, -0.465)
H (-1.090, -0.989, 0.911)
H (-2.390, -1.215, -0.527)

Run R
Molecular formula: CH2N2O3
Method: DFT, wB97M-V/def2-TZVPD

Results
HOMO energy (alpha / beta) = -10.9 / -9.2 eV
HOMO-LUMO gap (alpha / beta) = 0.372 / 0.221 Eh

Cartesian coordinates (Å):
C (-0.036, 0.090, -0.051)
N (1.395, -0.053, -0.405)
N (-0.844, 1.122, -0.182)
O (-0.264, -1.080, 0.337)
O (2.399, 0.130, 0.315)
O (-2.078, 0.739, 0.249)
H (1.418, -0.876, -0.918)
H (-1.991, -0.073, 0.655)

Run S
Molecular formula: CH2N2O3
Method: DFT, wB97M-V/def2-TZVPD

Results
HOMO energy = -9.9 eV
HOMO-LUMO gap = 0.328 Eh

Cartesian coordinates (Å):
C (-0.320, 0.178, 0.256)
N (0.244, -1.508, 0.724)
N (0.073, 0.582, -1.067)
O (-0.773, 0.532, -1.923)
O (0.662, -1.629, 1.792)
O (1.266, 0.786, -1.169)
H (-1.466, 0.247, 0.528)
H (0.314, 0.812, 0.859)

run P wins, 82.8 kcal/mol ahead of the next structure.

Run P
Molecular formula: C4H15N2O
Method: DFT, wB97M-V/def2-TZVPD

Results
HOMO energy = -13.4 eV
HOMO-LUMO gap = 0.389 Eh
charge = +1

Cartesian coordinates (Å):
C (-1.627, -1.467, -0.593)
C (-1.255, 0.039, -1.118)
C (0.221, 0.162, -1.420)
C (2.460, 0.328, -0.424)
N (0.983, 0.148, -0.109)
N (-1.040, -1.521, 0.760)
H (-1.196, -2.312, -1.148)
H (-2.777, -1.651, -0.620)
H (-1.869, 0.237, -2.012)
H (-1.823, 0.773, -0.421)
H (0.514, 1.138, -1.964)
H (0.496, -0.680, -2.080)
H (2.925, -0.772, -0.346)
H (2.822, 0.821, 0.507)
H (2.765, 0.790, -1.352)
H (0.666, 0.875, 0.577)
H (0.873, -0.862, 0.228)
H (-1.639, -0.939, 1.364)
H (-0.975, -2.512, 1.215)
H (-0.693, 1.853, 2.705)
H (0.908, 2.172, 2.719)
O (0.076, 2.040, 2.174)

Run Q
Molecular formula: C4H15N2O
Method: DFT, wB97M-V/def2-TZVPD

Results
HOMO energy = -13.9 eV
HOMO-LUMO gap = 0.403 Eh
charge = +1

Cartesian coordinates (Å):
C (-2.411, 0.623, 0.151)
C (-1.013, 0.114, 0.136)
C (-0.231, 0.769, -1.002)
C (1.260, 0.530, -0.951)
N (1.633, -0.897, -1.042)
N (-0.835, -1.374, 0.162)
H (-3.085, 0.305, -0.732)
H (-3.055, 0.277, 0.961)
H (-2.476, 1.719, 0.232)
H (-0.563, 0.546, 1.048)
H (-0.405, 1.825, -0.827)
H (-0.708, 0.502, -1.950)
H (1.762, 1.116, -1.732)
H (1.694, 1.032, -0.064)
H (2.166, -1.129, -1.875)
H (2.238, -1.062, -0.241)
H (-0.559, -1.650, 1.115)
H (-1.702, -1.867, -0.023)
H (-0.093, -1.676, -0.528)
H (2.219, 0.870, 2.328)
H (2.408, -0.597, 2.592)
O (1.758, 0.025, 2.242)

run Q wins, 26.1 kcal/mol ahead of the next structure.